46
Properties=species:S:1:pos:R:3:forces:R:3 method="wB97M-V/def2-TZVPD" energy_ha=-3581.803040 multiplicity=3 orbital_gap_ha="0.23186 / 0.24419" total_charge=-1 homo_energy_ev="-4.11 / -4.60"
Pt -0.461711 0.037569 0.258090 0.68 -0.12 0.39
C -2.412481 -0.158146 2.935034 0.02 -0.01 -0.02
C -0.982378 -0.243483 3.364334 -0.18 -0.04 0.04
C -0.672080 -0.346551 4.743154 -0.10 0.01 -0.02
C 0.619316 -0.449174 5.139043 0.04 -0.01 0.02
C 1.649354 -0.472751 4.173244 0.02 0.02 0.05
C 3.007528 -0.588223 4.546127 -0.08 -0.01 0.03
C 3.965355 -0.611109 3.575939 0.03 0.01 -0.20
C 3.605206 -0.530391 2.217933 0.06 -0.01 0.07
C 2.291914 -0.422480 1.804782 -0.08 -0.02 0.02
S 1.912521 -0.403049 0.103159 -0.07 0.05 0.11
C 1.278416 -0.377236 2.815315 -0.12 0.08 -0.17
N -0.042837 -0.244200 2.450180 0.30 -0.10 -0.03
H -3.070564 -0.178609 3.802123 -0.02 0.01 0.01
H -2.638170 -1.004613 2.283926 0.04 0.02 0.04
H -2.596763 0.754356 2.367239 0.02 0.00 0.03
H -1.481686 -0.343282 5.460810 0.00 0.01 -0.02
H 0.878516 -0.520047 6.190084 0.00 -0.01 -0.03
H 3.261288 -0.662491 5.597149 -0.01 0.01 -0.02
H 5.011676 -0.695874 3.845914 -0.01 -0.01 -0.04
H 4.373270 -0.564508 1.454392 0.01 0.00 0.04
S -0.203779 2.560258 0.732429 -0.09 -0.15 0.22
C 1.143082 2.932129 -0.203672 0.57 0.21 -0.24
N 1.306089 2.303085 -1.404541 0.66 0.78 0.44
C 2.358518 2.499176 -2.198450 -0.07 -0.10 0.03
C 3.319923 3.391480 -1.833579 0.11 0.09 -0.04
C 3.108178 4.045544 -0.612043 0.03 0.02 0.07
N 2.085538 3.837426 0.182310 -0.39 -0.13 -0.03
H 0.586237 1.609893 -1.663554 -0.09 -0.35 -0.38
H 2.387108 1.914281 -3.107536 -0.05 -0.02 0.01
H 4.184478 3.578436 -2.450763 0.00 0.02 0.04
H 3.828824 4.780955 -0.263833 0.00 -0.02 0.00
Cl 0.448755 -4.484677 -1.433804 -0.05 0.02 0.08
C -0.157219 -4.397237 0.228671 0.03 -0.10 -0.04
Cl 1.189304 -4.761563 1.339697 -0.08 0.02 -0.05
Cl -1.435869 -5.630315 0.433849 0.08 0.06 0.00
C -0.754169 -2.983929 0.620791 -0.04 0.08 -0.12
O -1.134519 -2.894542 1.778694 -0.02 -0.01 -0.01
O -0.751528 -2.145639 -0.318077 0.04 0.05 0.20
O -0.542958 0.719576 -2.097442 -0.35 -0.60 -0.19
N -1.320114 1.564432 -2.652374 -0.58 0.21 0.00
C -2.541079 1.710158 -2.172672 -0.20 0.10 -0.12
C -2.926346 0.931935 -1.031827 0.59 0.15 -0.45
N -2.679901 0.207742 -0.163473 -0.81 0.01 0.14
C -3.402086 2.677274 -2.793358 0.13 -0.18 0.15
N -4.110126 3.447136 -3.272815 0.04 -0.05 0.02